Computed, not measured: 2 unconnected molecules or ions with the total composition C5H16N2O at a distorted geometry, with wB97M-V/def2-TZVPD.

Atoms and positions in Å:
C  -0.358  2.781  -1.182
C  0.431  1.634  -0.572
C  -0.249  0.306  -0.983
C  -0.342  -0.634  0.195
C  0.277  -1.805  0.105
N  -0.069  -3.004  0.955
N  1.826  1.741  -1.246
H  0.141  3.775  -0.987
H  -0.666  2.780  -2.239
H  -1.375  2.788  -0.744
H  0.311  1.755  0.511
H  0.082  -0.201  -1.894
H  -1.257  0.521  -1.392
H  -0.937  -0.422  1.070
H  1.160  -2.153  -0.435
H  -0.643  -2.833  1.845
H  0.804  -3.502  1.163
H  -0.551  -3.705  0.379
H  1.753  2.126  -2.198
H  2.349  0.864  -1.195
H  2.403  2.438  -0.743
H  -2.380  -1.487  2.920
H  -1.184  -1.826  3.784
O  -1.524  -1.936  2.882

Results
Spin multiplicity = 1
Charge = +2
Relative energy (zero: lowest compared OMol25 entry of this formula, charge and spin) = 0.977 eV

---

Computed, not measured: 3 unconnected molecules or ions with the total composition C5H16N2O2 at a distorted geometry, with wB97M-V/def2-TZVPD.

Atoms and positions in Å:
C  -0.415  -0.973  1.707
C  0.928  -0.199  1.208
C  0.529  1.197  1.223
C  -0.544  1.621  0.256
C  -0.603  0.997  -0.961
N  -1.608  1.195  -1.890
N  -1.446  2.571  0.684
H  -1.448  -0.357  1.790
H  -0.151  -1.318  2.678
H  -0.707  -1.853  1.065
H  1.329  -0.672  0.322
H  1.694  -0.374  1.979
H  0.245  1.336  2.327
H  1.466  1.801  1.023
H  0.348  0.450  -1.361
H  -1.677  1.218  -2.894
H  -2.491  1.510  -1.680
H  -1.825  3.262  -0.105
H  -1.161  2.998  1.538
H  1.588  -2.274  -0.672
H  2.500  -2.983  0.346
O  2.126  -3.092  -0.507
H  0.861  -1.442  -2.396
H  0.118  -2.665  -2.580
O  0.343  -1.953  -3.099

Results
SMILES = CCC/C(N)=C/N.O.O
Spin multiplicity = 1
Charge = 0
Relative energy (zero: lowest compared OMol25 entry of this formula, charge and spin) = 3.206 eV

---

no.,M (g/mol),energy (eV)
1,120.2,-10455.154
2,136.2,-12517.202